Record 1
ORCA calculation (the ωB97M-V functional and the def2-TZVPD basis) on an isolated ion of composition H3N3O2P and charge -1.

Geometry as ORCA input:
```
! wB97M-V def2-TZVPD RIJCOSX def2/J DEFGRID3
* xyz -1 3
N -0.431 1.110 -0.153
N -0.409 1.189 1.293
N 0.595 -1.148 0.376
O 1.694 0.260 2.240
O -0.503 -1.078 2.756
P 0.340 -0.264 1.806
H -0.917 1.965 -0.537
H 0.977 -0.585 -0.383
H -0.408 -1.093 0.120
*
```

HOMO (alpha / beta): -4.1 / -4.7 eV
Kohn-Sham gap (alpha / beta): 8.6 / 6.4 eV
LUMO level (alpha / beta): 4.50 / 1.66 eV
ΔE to the lowest compared entry with this formula, charge and spin: 12.3 kcal/mol
⟨S²⟩: 2.011

Atomic partial charges in e from the Mulliken method, atoms 1 to 2: number 1, N, carries -0.4894; number 2, N, carries -0.0818

***

Record 2
ORCA calculation (the ωB97M-V functional and the def2-TZVPD basis) on C16H20FeO5 as an isolated structure.

Geometry as ORCA input:
```
! wB97M-V def2-TZVPD RIJCOSX def2/J DEFGRID3
* xyz 0 5
C -3.558 -0.587 1.157
C -2.385 0.374 1.078
O -1.156 -0.403 1.224
C -0.072 0.462 1.462
C 1.085 -0.322 1.890
C 2.413 0.177 1.586
C 3.445 -0.888 1.156
O 2.807 1.345 1.771
O -0.224 1.685 1.345
H -4.474 -0.005 0.974
H -3.492 -1.391 0.400
H -3.625 -1.044 2.160
H -2.397 0.901 0.095
H -2.457 1.108 1.906
H 0.906 -1.364 1.529
H 3.100 -1.961 1.158
H 3.727 -0.628 0.111
H 4.361 -0.829 1.788
C 0.293 0.832 4.425
C 1.074 -0.302 3.782
C 0.771 -1.797 4.167
Fe 0.260 -3.023 5.836
C 0.127 -4.410 4.520
O -0.214 -4.996 3.582
C -1.361 -2.041 5.658
O -2.309 -1.454 5.306
C 1.820 -3.959 6.723
C 0.525 -4.443 7.162
C -0.181 -3.355 7.768
C 0.671 -2.158 7.667
C 1.895 -2.546 7.039
H 0.707 1.815 4.099
H -0.800 0.713 4.133
H 0.199 0.815 5.540
H 2.164 -0.020 3.622
H -0.015 -2.121 3.489
H 1.711 -2.370 3.968
H 2.654 -4.529 6.298
H 0.243 -5.501 7.152
H -1.141 -3.429 8.302
H 0.446 -1.179 8.083
H 2.758 -1.900 6.904
*
```

HOMO (alpha / beta): -6.8 / -8.8 eV
Kohn-Sham gap (alpha / beta): 7.0 / 7.5 eV
LUMO level (alpha / beta): 0.20 / -1.29 eV
⟨S²⟩: 6.068

Atomic partial charges in e from the Mulliken method, atoms 1 to 2: number 1, C, carries -1.1380; number 2, C, carries -0.1243